1 | Formula: C2H6OS2
Source: the OMol25 dataset
Level of theory: wB97M-V/def2-TZVPD

XYZ file:
```
11
Properties=species:S:1:pos:R:3:nbo_charge:R:1
C -2.11089 -0.21690 -0.50989 -0.567
C -2.08989 -0.06570 0.80990 0.174
O -2.18601 1.09266 1.50510 -0.671
H -1.75935 -1.14594 -0.92584 0.210
H -2.47552 0.56800 -1.16410 0.198
H -1.74244 -0.87769 1.43782 0.180
H -2.56805 1.78943 0.95787 0.477
S 1.41143 0.18752 -1.37011 -0.128
S 1.81523 -0.57247 0.52848 -0.132
H 0.17692 -0.32872 -1.38039 0.134
H 2.01594 -1.84376 0.15879 0.123
```

* SMILES string: C=CO.SS
* LUMO level: 0.34 eV
* HOMO-LUMO gap: 9.52 eV
* multiplicity: 1

---

2 | Formula: C2H6OS2
Source: the OMol25 dataset
Level of theory: wB97M-V/def2-TZVPD

XYZ file:
```
11
Properties=species:S:1:pos:R:3:nbo_charge:R:1
S 1.02556 -0.20291 1.21578 -0.020
S 1.38811 2.06640 1.35644 -0.345
H 2.16224 -0.26537 0.53446 0.135
H 1.96161 2.08790 2.59460 0.135
O 0.01598 -1.67326 0.29296 -0.538
C -0.83299 -1.39088 -0.59463 0.471
C -0.97634 0.08537 -1.06300 -0.748
H -1.62526 -2.10504 -0.87707 0.158
H -1.19641 0.78361 -0.21552 0.277
H -1.85314 0.11808 -1.73707 0.217
H -0.06934 0.49609 -1.50694 0.259
```

* LUMO level: -0.23 eV
* HOMO-LUMO gap: 7.74 eV
* multiplicity: 1

---

3 | Formula: C2H6OS2
Source: the OMol25 dataset
Level of theory: wB97M-V/def2-TZVPD

XYZ file:
```
11
Properties=species:S:1:pos:R:3:nbo_charge:R:1
C 0.27728 -2.94417 -1.24561 -0.497
C 1.19836 -1.93416 -1.38740 0.126
O 2.63454 -2.13114 -1.16550 -0.708
H -0.80987 -3.00067 -1.37535 0.225
H 0.57137 -3.96765 -1.02478 0.205
H 0.89244 -0.90804 -1.60938 0.167
H 3.13024 -1.27588 -1.34895 0.482
S -0.53873 0.70052 0.73779 -0.125
S -1.48547 2.54056 1.03298 -0.164
H 0.14372 1.12690 -0.34859 0.128
H -1.47094 2.48717 2.49683 0.161
```

* SMILES string: C=CO.SS
* LUMO level: 0.33 eV
* HOMO-LUMO gap: 9.16 eV
* multiplicity: 1

---

4 | Formula: C2H6OS2
Source: the OMol25 dataset
Level of theory: wB97M-V/def2-TZVPD

XYZ file:
```
11
Properties=species:S:1:pos:R:3:nbo_charge:R:1
C -2.12222 0.40458 -1.71541 0.272
O -1.27363 0.84654 -2.43958 -0.497
H -2.27521 0.71722 -0.66871 0.118
H -2.79755 -0.35610 -2.13086 0.109
C 1.13066 -0.44408 0.07125 -0.743
S 0.14761 -0.55992 1.60436 0.070
S 1.58644 -0.33007 3.04059 -0.131
H 1.94523 0.26008 0.14309 0.231
H 0.45902 -0.08409 -0.70363 0.231
H 1.43968 -1.45703 -0.18302 0.221
H 1.75996 1.00286 2.98193 0.120
```

* SMILES string: C=O.CSS
* LUMO level: 0.41 eV
* HOMO-LUMO gap: 9.45 eV
* multiplicity: 1

---

Result of the stability comparison: 2 is the least stable of them.

---

1 | Formula: C3H9NO4
Source: the OMol25 dataset
Level of theory: wB97M-V/def2-TZVPD

XYZ file:
```
17
Properties=species:S:1:pos:R:3:nbo_charge:R:1
O 1.38106 1.91995 1.83400 -0.543
C 0.61173 1.02959 1.54989 0.432
C 0.00495 0.96111 0.16699 -0.349
N 0.83866 1.42836 -0.89136 -0.595
C 1.12694 0.74764 -2.01589 0.541
O 0.82588 -0.42824 -2.16742 -0.665
H 0.21875 0.35448 2.30954 0.154
H -0.25491 -0.06906 -0.05770 0.250
H -0.91373 1.51400 0.30420 0.228
H 1.29176 2.31206 -0.72309 0.409
H 1.60588 1.32696 -2.81187 0.133
O -1.43643 -1.01504 1.81867 -0.966
H -1.50947 -1.60990 2.57059 0.469
H -1.39492 -1.63300 1.06451 0.495
O -1.15774 -2.19836 -0.89856 -0.977
H -0.58754 -1.70851 -1.51266 0.513
H -0.65085 -2.93204 -0.53984 0.471
```

* SMILES string: O=CCNC=O.O.O
* LUMO level: 0.58 eV
* HOMO-LUMO gap: 10.27 eV
* multiplicity: 1

---

2 | Formula: C3H9NO4
Source: the OMol25 dataset
Level of theory: wB97M-V/def2-TZVPD

XYZ file:
```
17
Properties=species:S:1:pos:R:3:nbo_charge:R:1
O -2.29541 0.93442 1.48894 -0.608
C -1.25506 1.07977 0.93029 0.875
O -0.91266 1.93404 -0.12528 -0.722
N -0.13183 0.41800 1.33169 -0.652
C 1.15273 0.58661 0.56437 -0.264
C 0.93744 0.40994 -0.92581 -0.070
O 1.61594 -0.64183 -1.51657 -0.726
H -1.69341 2.51593 -0.26361 0.505
H -0.16171 -0.57729 1.70969 0.415
H 1.94185 -0.07408 1.01756 0.228
H 1.56407 1.62881 0.84313 0.204
H -0.14915 -0.00265 -1.09326 0.161
H 1.04774 1.29180 -1.49078 0.182
H 2.35473 -0.32949 -2.09183 0.471
O -1.21412 -3.34926 -0.22968 -0.945
H -1.05891 -2.53496 -0.66529 0.476
H -1.74224 -3.28974 0.51641 0.471
```

* SMILES string: O=C(O)NCCO.O
* LUMO level: 0.49 eV
* HOMO-LUMO gap: 10.44 eV
* multiplicity: 1

---

3 | Formula: C3H9NO4
Source: the OMol25 dataset
Level of theory: wB97M-V/def2-TZVPD

XYZ file:
```
17
Properties=species:S:1:pos:R:3:nbo_charge:R:1
O -3.17348 -0.67223 -1.84233 -0.526
C -2.25651 0.08463 -1.61781 0.424
C -1.18859 -0.33820 -0.58443 -0.331
N -0.99678 -1.80903 -0.85050 -0.623
C 0.27637 -2.27517 -0.60051 0.538
O 1.05769 -1.54099 -0.01105 -0.654
H -2.23427 1.01064 -2.19881 0.141
H -0.28263 0.21099 -0.84536 0.234
H -1.53433 -0.27816 0.44950 0.238
H -1.80492 -2.19825 -1.31248 0.429
H 0.60291 -3.24960 -0.96476 0.151
O 1.55422 2.94197 3.08902 -0.945
H 0.88306 3.00562 2.40613 0.471
H 2.12964 3.70770 3.00409 0.474
O 2.57727 0.57073 0.36943 -0.984
H 2.53464 0.89937 1.27812 0.470
H 1.85569 -0.07004 0.23175 0.493
```

* SMILES string: O=CCNC=O.O.O
* LUMO level: 0.31 eV
* HOMO-LUMO gap: 10.63 eV
* multiplicity: 1

---

Result of the stability comparison: 3 is the least stable of them.

---

1 | Formula: C5H4O
Source: the OMol25 dataset
Level of theory: wB97M-V/def2-TZVPD

XYZ file:
```
10
Properties=species:S:1:pos:R:3:nbo_charge:R:1
C 0.03389 -1.05429 0.19224 0.096
C -1.98365 0.07928 -0.11417 0.805
C 1.52445 0.80284 -0.27691 -0.433
C -1.29131 -1.08475 -0.22760 -0.620
C 0.86354 0.01332 0.57592 -0.330
O -2.29248 1.19637 0.05967 -0.395
H 2.18552 1.46966 -0.03432 0.189
H 1.32363 0.68873 -1.28396 0.181
H -1.59001 -2.05218 -0.59673 0.261
H 1.22642 -0.05900 1.70587 0.246
```

* LUMO level (spin up / spin down): -0.28 / -0.28 eV
* HOMO-LUMO gap (spin up / spin down): 7.30 / 7.30 eV
* multiplicity: 1

---

2 | Formula: C5H4O
Source: the OMol25 dataset
Level of theory: wB97M-V/def2-TZVPD

XYZ file:
```
10
Properties=species:S:1:pos:R:3:nbo_charge:R:1
O -0.56298 2.95088 -1.38817 -0.614
C -0.13256 1.73344 -1.18116 0.296
C 0.84819 0.67227 -0.96949 -0.148
C -0.48070 0.59734 -0.51106 -0.253
H 0.12156 3.45400 -1.95855 0.499
H -1.27064 0.29904 0.05987 0.229
C 0.00158 -2.80985 1.78303 -0.265
C 0.68612 -1.99624 1.25129 -0.248
H -0.42119 -3.48368 2.49501 0.232
H 1.21063 -1.41720 0.41923 0.270
```

* SMILES string: OC1=C=C1.C#C
* LUMO level: 0.37 eV
* HOMO-LUMO gap: 9.41 eV
* multiplicity: 1

---

3 | Formula: C5H4O
Source: the OMol25 dataset
Level of theory: wB97M-V/def2-TZVPD

XYZ file:
```
10
Properties=species:S:1:pos:R:3:nbo_charge:R:1
O 1.15245 1.23927 1.76057 -0.612
C 0.40821 1.47591 0.70809 0.359
C 0.62356 0.88674 -0.51178 -0.257
C -0.29013 -0.08266 -0.27306 -0.348
C -0.56281 -1.26646 -0.98770 -0.033
C -0.89232 -2.30478 -1.48190 -0.211
H 1.93265 0.74118 1.44428 0.504
H -0.44661 2.13186 0.86918 0.195
H -0.89511 -0.06453 0.66159 0.173
H -1.16294 -3.21743 -1.94263 0.231
```

* LUMO level: 0.33 eV
* HOMO-LUMO gap: 9.33 eV
* multiplicity: 1

---

Result of the stability comparison: 2 is the least stable of them.

---

1 | Formula: C5H4O
Source: the OMol25 dataset
Level of theory: wB97M-V/def2-TZVPD

XYZ file:
```
10
Properties=species:S:1:pos:R:3:nbo_charge:R:1
O -2.28033 -0.02768 -0.85199 -0.692
C -1.36910 -0.69767 -0.01259 -0.148
C 0.01307 -0.22598 -0.10691 0.103
C 1.16599 0.19294 -0.13262 -0.122
C 2.56664 0.58360 -0.83673 0.040
C 2.43847 0.70783 0.44568 -0.344
H -2.14402 0.92318 -0.75388 0.472
H -1.43648 -1.75673 -0.27828 0.214
H -1.64976 -0.61704 1.05347 0.206
H 2.69552 0.91756 1.47386 0.271
```

* LUMO level: -0.12 eV
* HOMO-LUMO gap: 9.22 eV
* multiplicity: 1

---

2 | Formula: C5H4O
Source: the OMol25 dataset
Level of theory: wB97M-V/def2-TZVPD

XYZ file:
```
10
Properties=species:S:1:pos:R:3:nbo_charge:R:1
C 2.24226 0.08663 -0.00972 -0.178
C 0.93589 0.96114 -0.07944 -0.209
C -0.47511 0.60960 0.15578 -0.295
C -1.06758 -0.68526 0.10146 0.155
O 0.06513 -1.57609 -0.07045 -0.421
C 1.37273 -1.18851 0.03621 0.142
H 0.93418 2.09292 -0.30244 0.202
H -1.05143 1.50862 0.11399 0.219
H -1.93896 -1.14389 0.05825 0.206
H 1.90789 -2.08420 -0.33862 0.179
```

* SMILES string: C1=CC=COC=1
* LUMO level: -0.60 eV
* HOMO-LUMO gap: 8.62 eV
* multiplicity: 1

---

Result of the stability comparison: 2 is the least stable of them.